# 1
{
  "formula": "C4H7BrCl3N3O2P",
  "method": "ωB97M-V with the def2-TZVPD basis set",
  "elements": ["N", "P", "O", "C", "C", "Br", "N", "C", "N", "O", "H", "H", "H", "H", "H", "H", "C", "Cl", "Cl", "Cl", "H"],
  "positions_angstrom": [[-2.83418, -0.54312, -0.95420], [-1.30004, -0.84242, -1.61545], [-0.89215, 0.71609, -1.90172], [-0.29454, -1.15801, -0.08423], [0.81596, -1.96258, -0.08075], [1.56762, -2.89179, -1.48074], [1.32414, -1.94741, 1.19462], [0.58187, -1.15395, 1.95752], [-0.40071, -0.69001, 1.20581], [-1.37950, 0.16285, 1.60305], [-3.42313, -1.35889, -1.07920], [-3.25702, 0.18646, -1.52316], [-0.25218, 0.69481, -2.62361], [2.13732, -2.45164, 1.51547], [0.70603, -0.89196, 2.98941], [-1.78232, -0.22268, 2.39426], [1.63423, 2.89124, -0.35120], [1.79904, 1.28313, 0.39548], [1.80385, 4.14874, 0.86079], [2.80542, 3.08134, -1.64692], [0.64031, 2.94981, -0.77522]],
  "forces_ev_per_angstrom": [[-0.1, -0.1, -0.2], [0.1, -0.3, -0.2], [0.1, -0.1, 0.0], [-0.1, -0.2, -0.3], [-0.5, 0.4, 0.2], [0.2, -0.1, 0.1], [0.4, -0.2, -0.1], [-0.5, 0.4, 0.3], [0.0, -0.6, -0.2], [0.4, 0.3, 0.1], [-0.1, -0.1, 0.1], [-0.1, 0.2, 0.2], [0.0, 0.3, -0.1], [0.1, 0.0, 0.0], [0.2, -0.1, 0.2], [-0.2, -0.1, 0.0], [0.0, 0.2, 0.0], [0.2, 0.1, 0.0], [0.0, 0.0, 0.0], [0.0, 0.0, 0.0], [0.0, -0.1, 0.0]],
  "nbo_charge": [-1.16, 1.27, -0.97, -0.26, 0.05, 0.23, -0.48, 0.21, 0.01, -0.45, 0.40, 0.41, 0.51, 0.46, 0.26, 0.50, -0.28, -0.05, 0.05, 0.04, 0.24],
  "gap_ev": 8.977,
  "charge": 1,
  "e_tot_ev": -129717.7744
}

# 2
{
  "formula": "C43H32N5O3RbSSb",
  "method": "ωB97M-V with the def2-TZVPD basis set",
  "elements": ["Rb", "O", "C", "O", "C", "C", "C", "N", "C", "C", "C", "C", "C", "C", "C", "N", "C", "C", "C", "C", "C", "N", "H", "H", "H", "H", "H", "H", "H", "H", "H", "H", "O", "C", "C", "C", "C", "C", "C", "C", "N", "C", "C", "N", "H", "H", "H", "H", "H", "H", "H", "S", "Sb", "C", "C", "C", "C", "C", "C", "C", "C", "C", "C", "C", "C", "C", "C", "C", "C", "C", "C", "H", "H", "H", "H", "H", "H", "H", "H", "H", "H", "H", "H", "H", "H", "H"],
  "positions_angstrom": [[0.20359, 1.43043, 0.02859], [5.33810, 6.38062, 3.75904], [5.46971, 5.14113, 3.75308], [6.32764, 4.40745, 4.28171], [4.39811, 4.38890, 2.94358], [3.21729, 5.00598, 2.56729], [2.26597, 4.28851, 1.85463], [2.46557, 3.03252, 1.44732], [3.61440, 2.44455, 1.78574], [4.58342, 3.07234, 2.55608], [3.84667, 1.04966, 1.27572], [5.13949, 0.62060, 0.97458], [5.33580, -0.67115, 0.51768], [4.23960, -1.50642, 0.36347], [2.98948, -0.99378, 0.66906], [2.79059, 0.24701, 1.11353], [0.94861, 4.91365, 1.49447], [0.45293, 6.00302, 2.20829], [-0.75347, 6.56532, 1.83226], [-1.44962, 6.02227, 0.76440], [-0.89947, 4.92187, 0.13054], [0.26923, 4.38188, 0.47419], [3.09658, 6.05055, 2.82052], [5.48054, 2.56687, 2.88845], [5.97036, 1.30437, 1.08642], [6.33418, -1.01986, 0.28105], [4.34147, -2.52599, 0.01342], [2.10073, -1.60282, 0.53833], [1.00003, 6.38965, 3.05564], [-1.15024, 7.41434, 2.37530], [-2.39659, 6.42910, 0.43695], [-1.42157, 4.43942, -0.69022], [-0.87673, -0.59130, -1.58665], [-0.32270, -1.17968, -2.61580], [-0.92136, -2.28487, -3.26881], [-0.29384, -2.98219, -4.28410], [0.96973, -2.61324, -4.73194], [1.55684, -1.50080, -4.15189], [0.94550, -0.77494, -3.13023], [1.64234, 0.43959, -2.66492], [1.14202, 1.64856, -2.51588], [2.20703, 2.47246, -2.20313], [3.36070, 1.75276, -2.14982], [2.98859, 0.46111, -2.44564], [-1.90536, -2.58735, -2.94695], [-0.80332, -3.82595, -4.73654], [1.46582, -3.15122, -5.52884], [2.51398, -1.15331, -4.52854], [2.06289, 3.52380, -2.01509], [4.37652, 2.02495, -1.92359], [3.58949, -0.34522, -2.45618], [-2.83239, 0.95605, 0.66418], [-2.57852, -1.19744, 0.02008], [-3.85400, -2.25384, 1.41533], [-4.72892, -1.55821, 2.24609], [-5.56639, -2.24288, 3.12222], [-5.53991, -3.63003, 3.17369], [-4.66585, -4.33455, 2.35456], [-3.82617, -3.64752, 1.48663], [-0.91165, -2.32549, 0.67778], [-0.53461, -2.10417, 2.00181], [0.48234, -2.86103, 2.57129], [1.10510, -3.85601, 1.82984], [0.73041, -4.07671, 0.51033], [-0.27061, -3.30739, -0.07333], [-3.76816, -1.64475, -1.66455], [-4.18690, -0.56338, -2.42885], [-5.03153, -0.77401, -3.51275], [-5.45433, -2.05754, -3.83056], [-5.03868, -3.13739, -3.06024], [-4.20000, -2.93160, -1.97341], [-4.74594, -0.47448, 2.20596], [-6.23806, -1.69018, 3.76838], [-6.19216, -4.16212, 3.85558], [-4.63099, -5.41654, 2.39967], [-3.12197, -4.21314, 0.88227], [-1.03606, -1.34597, 2.59370], [0.78551, -2.67311, 3.59382], [1.89015, -4.45306, 2.27801], [1.22220, -4.84590, -0.07335], [-0.53312, -3.46967, -1.10890], [-3.84792, 0.43538, -2.17770], [-5.35593, 0.06808, -4.11152], [-6.11045, -2.21808, -4.67718], [-5.37056, -4.13921, -3.30281], [-3.89127, -3.77928, -1.37264]],
  "forces_ev_per_angstrom": [[0.2, 0.2, 0.7], [0.0, -0.1, 0.1], [0.2, 0.1, 0.1], [-0.1, 0.1, -0.1], [-0.1, -0.1, -0.1], [0.1, 0.1, 0.0], [-0.2, 0.0, -0.1], [-0.1, -0.1, 0.1], [0.0, -0.2, -0.2], [0.0, 0.0, 0.1], [-0.1, 0.1, 0.1], [0.1, 0.0, 0.0], [0.0, 0.0, 0.0], [0.0, 0.0, 0.0], [-0.1, 0.2, 0.0], [-0.1, 0.0, 0.0], [0.2, -0.1, -0.1], [0.0, 0.1, 0.0], [0.0, 0.0, 0.0], [0.0, 0.0, 0.0], [0.1, -0.1, 0.0], [-0.1, 0.0, 0.0], [0.0, 0.0, 0.0], [0.0, 0.0, 0.0], [0.0, 0.0, 0.0], [0.0, 0.0, 0.0], [0.0, 0.0, 0.0], [0.0, 0.0, 0.0], [0.0, 0.0, 0.0], [0.0, 0.0, 0.0], [0.0, 0.0, 0.0], [0.0, 0.0, 0.0], [0.0, -0.1, -0.2], [0.0, 0.0, 0.1], [0.1, 0.0, 0.0], [0.0, 0.0, 0.0], [-0.1, 0.0, 0.1], [0.0, 0.0, 0.0], [0.0, 0.1, 0.0], [0.0, 0.1, 0.0], [0.3, 0.2, -0.5], [-0.1, -0.2, -0.1], [-0.1, -0.1, 0.0], [0.1, 0.0, 0.0], [0.0, 0.0, 0.0], [0.0, 0.0, 0.0], [0.0, 0.0, 0.0], [0.0, 0.0, 0.0], [0.0, 0.0, 0.0], [0.0, 0.0, 0.0], [0.0, 0.0, 0.0], [-0.2, 0.0, 0.1], [-0.1, 0.0, 0.0], [-0.1, 0.0, 0.1], [0.0, -0.1, 0.0], [0.1, 0.0, 0.0], [0.0, 0.0, 0.0], [0.0, 0.1, 0.0], [0.0, 0.0, 0.1], [0.1, -0.1, 0.1], [0.1, -0.1, -0.1], [0.0, 0.0, 0.0], [0.0, 0.0, 0.0], [0.0, 0.0, 0.0], [0.0, 0.1, 0.2], [0.0, -0.1, -0.1], [0.0, -0.1, -0.1], [0.0, 0.0, 0.0], [0.0, 0.0, 0.0], [0.0, 0.1, 0.0], [-0.1, 0.1, 0.0], [0.0, 0.0, 0.0], [0.0, 0.0, 0.0], [0.0, 0.0, 0.0], [0.0, 0.0, 0.0], [0.0, 0.0, 0.0], [0.0, 0.0, 0.0], [0.0, 0.0, 0.0], [0.0, 0.0, 0.0], [0.0, 0.0, 0.0], [0.0, 0.0, 0.0], [0.0, 0.0, 0.0], [0.0, 0.0, 0.0], [0.0, 0.0, 0.0], [0.0, 0.0, 0.0], [0.0, 0.0, 0.0]],
  "lowdin_charge": [0.77, -0.05, -0.70, -0.05, -0.09, 0.04, -0.20, 0.13, -0.21, 0.04, -0.22, -0.02, -0.07, -0.07, -0.14, 0.08, -0.21, -0.01, -0.06, -0.07, -0.14, 0.05, 0.11, 0.12, 0.11, 0.11, 0.10, 0.09, 0.11, 0.11, 0.10, 0.11, -0.35, -0.36, -0.04, -0.10, -0.12, -0.06, -0.09, -0.35, 0.00, -0.18, -0.09, 0.11, 0.08, 0.10, 0.09, 0.11, 0.10, 0.11, 0.15, -0.06, 1.22, -0.33, -0.13, -0.09, -0.11, -0.10, -0.14, -0.33, -0.12, -0.08, -0.10, -0.09, -0.10, -0.34, -0.11, -0.08, -0.09, -0.09, -0.13, 0.05, 0.10, 0.09, 0.10, 0.09, 0.11, 0.11, 0.10, 0.10, 0.09, 0.09, 0.10, 0.10, 0.10, 0.09],
  "e_above_lowest_kj_mol": 27.2,
  "gap_ev": 7.275,
  "charge": -1,
  "e_tot_ev": -76735.7477
}

# 3
{
  "formula": "C5H8N2",
  "method": "ωB97M-V with the def2-TZVPD basis set",
  "elements": ["C", "C", "N", "C", "C", "N", "C", "H", "H", "H", "H", "H", "H", "H", "H"],
  "positions_angstrom": [[-1.35115, 0.83470, 0.58961], [-0.81266, -0.72851, -0.95932], [0.50449, -0.48896, -1.11160], [1.39984, -1.19138, -0.17812], [1.81270, -0.29466, 0.75532], [1.18557, 0.93328, 0.68849], [0.27025, 0.90632, -0.28724], [-2.34746, 0.79734, 0.12159], [-1.26200, 0.11245, 1.40599], [-1.21340, 1.84132, 1.00320], [-1.49947, -0.24333, -1.65293], [-1.18798, -1.58350, -0.39063], [1.83331, -2.13577, -0.48825], [2.57231, -0.46266, 1.51584], [0.09567, 1.70336, -1.01195]],
  "forces_ev_per_angstrom": [[0.2, 0.1, -0.1], [0.7, 0.1, -0.1], [-0.7, 0.0, 0.4], [0.2, 0.3, 0.3], [-0.5, 0.0, -0.4], [0.3, -0.4, -0.1], [-0.6, -0.3, 0.1], [0.3, 0.0, 0.1], [0.0, 0.2, -0.2], [0.0, -0.3, -0.1], [0.2, 0.0, 0.2], [0.2, 0.3, -0.1], [-0.1, 0.3, 0.1], [-0.2, 0.0, -0.2], [0.0, -0.2, 0.2]],
  "nbo_charge": [-0.73, 0.13, -0.45, -0.28, 0.01, -0.62, 0.23, 0.20, 0.22, 0.24, 0.20, 0.21, 0.22, 0.21, 0.20],
  "e_above_lowest_kj_mol": 571.9,
  "gap_ev": [6.306, 6.303],
  "e_tot_ev": -8289.0693
}

# 4
{
  "formula": "C21H19ClN2O4",
  "method": "ωB97M-V with the def2-TZVPD basis set",
  "elements": ["O", "C", "C", "C", "C", "C", "C", "C", "C", "O", "C", "C", "C", "C", "Cl", "C", "C", "N", "C", "C", "C", "C", "C", "N", "O", "O", "C", "C", "H", "H", "H", "H", "H", "H", "H", "H", "H", "H", "H", "H", "H", "H", "H", "H", "H", "H", "H"],
  "positions_angstrom": [[0.63018, -1.64607, 2.64786], [0.88559, -1.21532, 1.58070], [2.00904, -1.60558, 0.75100], [1.78624, -1.02696, -0.49758], [2.95862, -1.09471, -1.58125], [4.09509, -2.00188, -1.05439], [3.60154, -3.23003, -0.29107], [2.90748, -2.79491, 1.05289], [0.50517, -0.18690, -0.45438], [-0.40842, -0.73551, -1.24216], [0.74214, 1.25817, -0.80330], [1.99942, 1.84462, -0.30687], [2.28731, 3.14185, -0.56985], [1.39412, 3.99469, -1.30416], [2.10615, 5.57322, -1.77061], [0.27703, 3.35848, -1.87786], [-0.07625, 2.05635, -1.64619], [0.05840, -0.31080, 0.95195], [-0.89506, 0.62371, 1.67796], [-2.35507, 0.44168, 1.31799], [-3.32282, 1.44170, 1.43806], [-4.65589, 1.19680, 1.06107], [-5.10861, -0.04011, 0.61086], [-6.40154, -0.33336, 0.36546], [-6.64314, -1.53719, 0.14130], [-7.21271, 0.63961, 0.51019], [-4.12910, -1.10294, 0.41816], [-2.78590, -0.84466, 0.87709], [3.30022, -0.06833, -1.65798], [2.49311, -1.44821, -2.48958], [4.68512, -2.33398, -1.93059], [4.80550, -1.43288, -0.40354], [2.79292, -3.61906, -0.88638], [4.31267, -4.06260, -0.18470], [2.36732, -3.65771, 1.46063], [3.64423, -2.50564, 1.82256], [-1.24213, -0.39239, -0.93042], [2.65949, 1.25199, 0.31399], [3.23176, 3.56186, -0.10623], [-0.20896, 3.87554, -2.66839], [-0.89598, 1.74956, -2.21427], [-0.83299, 0.64344, 2.73346], [-0.51261, 1.65095, 1.48547], [-3.07164, 2.54602, 1.70357], [-5.39349, 1.99344, 1.29232], [-4.34135, -2.02757, -0.05185], [-2.04219, -1.58839, 0.70907]],
  "forces_ev_per_angstrom": [[-0.3, -1.2, 3.4], [-0.9, 0.7, -0.5], [-0.9, -0.1, -3.6], [2.9, -1.2, 2.2], [-2.0, -0.3, 2.2], [1.0, 0.0, -0.3], [-0.9, 0.6, 0.7], [1.1, 0.5, -0.7], [1.7, 1.8, 1.7], [-1.9, -1.6, -2.4], [2.0, 1.9, -0.2], [-3.0, -1.2, -0.6], [0.7, 2.5, 0.6], [1.5, -2.0, -0.1], [-1.2, -1.1, 0.3], [1.7, 2.4, -0.1], [2.3, -1.0, 2.0], [0.0, 0.8, 0.5], [1.2, 0.5, -2.2], [-0.6, -1.0, -0.3], [0.0, 1.6, -0.5], [-0.5, 0.7, 1.2], [6.2, -1.0, 0.2], [-4.4, 0.1, 0.3], [-1.0, 2.3, 0.0], [1.0, -3.0, -0.9], [1.6, 3.1, 1.8], [-2.2, 1.1, -1.2], [0.1, 0.1, -0.5], [0.3, 0.0, -0.6], [-0.2, 0.2, 0.4], [-0.6, -0.2, -0.5], [-0.4, -0.5, -0.4], [0.1, 0.6, 0.2], [-0.3, 0.5, 0.0], [-0.1, -0.2, -0.3], [-0.8, 0.0, -0.3], [0.0, -0.1, -0.1], [-1.2, -0.3, -0.9], [-0.7, 0.6, -0.3], [-1.2, -1.1, -0.4], [0.6, -1.1, 1.2], [-0.6, -0.4, -0.5], [-0.3, -2.3, -0.3], [0.5, -0.7, -0.5], [-0.4, -0.6, -0.1], [0.4, -0.6, 0.1]],
  "nbo_charge": [-0.59, 0.65, -0.12, 0.12, -0.44, -0.40, -0.39, -0.43, 0.32, -0.68, -0.02, -0.22, -0.22, -0.01, -0.01, -0.22, -0.22, -0.47, -0.25, -0.01, -0.21, -0.17, 0.06, 0.47, -0.37, -0.39, -0.14, -0.24, 0.23, 0.22, 0.22, 0.20, 0.20, 0.22, 0.24, 0.22, 0.48, 0.23, 0.23, 0.22, 0.23, 0.26, 0.22, 0.23, 0.25, 0.24, 0.24],
  "e_above_lowest_kj_mol": 400.3,
  "smiles": "O=C1C2=C(CCCC2)[C@](O)(c2ccc(Cl)cc2)N1Cc1ccc([N+](=O)[O-])cc1",
  "gap_ev": 7.934,
  "e_tot_ev": -45773.3432
}

# 5
{
  "formula": "C3H2N2O2S",
  "method": "ωB97M-V with the def2-TZVPD basis set",
  "elements": ["H", "N", "C", "N", "C", "O", "C", "O", "S", "H"],
  "positions_angstrom": [[2.83474, -0.65748, -0.12610], [2.34687, 0.22641, -0.10446], [1.08646, -0.07007, 0.00038], [0.10735, 0.95507, 0.23577], [-1.22008, 0.59479, -0.03153], [-2.15836, 1.30020, -0.17554], [-1.34575, -0.96011, -0.00289], [-2.31624, -1.62735, 0.05572], [0.27800, -1.64584, -0.04083], [0.38700, 1.88440, 0.18947]],
  "forces_ev_per_angstrom": [[0.6, -0.2, -0.3], [-3.0, -0.8, 0.5], [1.1, 2.0, 0.4], [-0.6, -3.3, -0.9], [0.9, -0.6, 0.7], [-0.6, 0.8, -0.1], [1.0, 0.4, 0.0], [-0.9, 0.1, -0.1], [0.9, -0.3, -0.1], [0.6, 1.9, -0.1]],
  "nbo_charge": [0.35, -0.63, 0.27, -0.63, 0.58, -0.49, 0.32, -0.45, 0.26, 0.43],
  "e_above_lowest_kj_mol": 98.5,
  "smiles": "[H]/N=C1/NC(=O)C(=O)S1",
  "gap_ev": 9.732,
  "e_tot_ev": -21053.7126
}